DFT (the ωB97M-V functional and the def2-TZVPD basis) results for a 2-piece molecular cluster, C3H9N6O3 overall in a non-equilibrium geometry.

ORCA input file:
```
! wB97M-V def2-TZVPD RIJCOSX def2/J DEFGRID3
* xyz 1 1
C -2.009 -1.191 -0.029
C 0.482 1.314 -0.420
C 4.826 -0.977 0.039
N -1.985 -2.541 -0.128
N 1.182 0.635 -1.335
N -0.852 -0.599 -0.135
N -0.783 0.732 0.067
N -3.089 -0.558 0.580
N 0.871 2.491 0.029
O 4.100 -0.504 -0.753
O 5.449 -1.529 0.797
O -1.396 1.309 1.195
H -1.450 -2.990 -0.886
H -2.956 -2.981 -0.130
H 0.761 -0.307 -1.491
H 2.005 1.018 -1.820
H -3.790 -1.037 1.262
H -2.709 0.365 0.995
H 1.702 2.737 -0.346
H 0.362 3.182 0.542
H -0.722 1.431 1.966
*
```

largest force on an atom: 4.434 eV/Å
ΔE to the lowest compared entry with this formula, charge and spin: 0.663 eV
Kohn-Sham gap: 0.3324 hartree

Atom charges from the Mulliken analysis, given in e for atoms 1 to 2: atom 1 (C): 0.341, atom 2 (C): 0.547

=====

DFT (the ωB97M-V functional and the def2-TZVPD basis) results for C54H82O41Rb as an isolated structure in a non-equilibrium geometry.

ORCA input file:
```
! wB97M-V def2-TZVPD RIJCOSX def2/J DEFGRID3
* xyz -1 1
Rb 0.044 0.319 0.126
O 1.717 1.051 2.334
C 1.374 0.907 3.762
C 2.400 0.133 4.823
O 3.673 0.677 5.216
H 0.406 0.411 3.833
H 1.125 1.840 4.266
H 2.518 -0.899 4.492
H 1.890 -0.164 5.740
C 1.147 6.446 -3.224
C -0.132 6.237 -2.434
C -1.192 5.446 -3.156
O -1.535 4.364 -2.356
C -0.720 4.258 -1.355
O -0.554 3.248 -0.669
O 0.137 5.312 -1.418
H 1.167 7.270 -3.938
H 1.412 5.578 -3.828
H 1.971 6.684 -2.551
H -0.427 7.194 -2.004
H -0.837 5.144 -4.141
H -2.077 6.070 -3.278
C 6.928 -0.500 -3.140
C 5.540 -1.242 -2.869
C 5.554 -1.788 -1.497
O 4.409 -1.186 -0.944
C 3.741 -0.372 -1.839
O 2.723 0.327 -1.627
O 4.479 -0.305 -2.929
H 6.852 0.122 -4.032
H 7.740 -1.180 -3.396
H 7.259 0.135 -2.319
H 5.429 -2.052 -3.590
H 6.440 -1.469 -0.948
H 5.580 -2.878 -1.483
C 3.847 3.335 -2.811
C 3.129 3.862 -1.572
C 3.568 3.058 -0.322
O 4.149 4.085 0.447
C 4.071 5.281 -0.134
O 4.447 6.347 0.375
O 3.575 5.160 -1.392
H 3.448 3.721 -3.749
H 3.674 2.260 -2.848
H 4.899 3.534 -2.609
H 2.045 3.810 -1.669
H 4.331 2.324 -0.578
H 2.790 2.583 0.275
C -1.542 3.186 2.691
C -0.570 4.285 3.137
C 0.568 4.603 2.180
O 0.393 6.011 1.909
C -0.493 6.525 2.786
O -0.686 7.733 2.985
O -1.201 5.560 3.317
H -1.927 3.365 1.686
H -2.443 3.179 3.304
H -1.121 2.182 2.634
H -0.020 3.910 4.001
H 0.409 4.078 1.238
H 1.499 4.288 2.651
C 0.204 -2.582 3.710
C -0.707 -3.814 3.922
C -2.195 -3.634 3.592
O -2.519 -4.821 2.915
C -1.432 -5.503 2.583
O -1.364 -6.589 2.082
O -0.364 -4.790 2.960
H 1.233 -2.879 3.511
H 0.110 -1.832 4.496
H -0.045 -1.934 2.869
H -0.632 -4.202 4.938
H -2.443 -2.788 2.950
H -2.703 -3.500 4.547
C -5.751 -3.087 -2.317
C -4.804 -3.853 -1.414
C -3.579 -4.420 -2.156
O -2.550 -3.664 -1.719
C -2.927 -2.791 -0.781
O -2.144 -1.985 -0.219
O -4.295 -2.974 -0.505
H -5.320 -2.107 -2.520
H -6.688 -2.982 -1.770
H -5.931 -3.657 -3.229
H -5.352 -4.641 -0.897
H -3.677 -4.233 -3.225
H -3.362 -5.461 -1.915
C -2.819 -0.317 -3.148
C -1.282 -0.299 -3.398
C -0.920 -0.192 -4.883
O 0.172 0.629 -4.944
C 0.305 1.329 -3.779
O 1.127 2.242 -3.609
O -0.757 0.912 -2.950
H -3.132 -1.316 -3.450
H -3.425 0.443 -3.642
H -3.004 -0.349 -2.074
H -0.828 -1.132 -2.860
H -1.756 0.139 -5.498
H -0.726 -1.209 -5.224
C 3.558 -2.890 2.198
C 4.791 -3.019 3.062
C 4.458 -3.230 4.477
O 5.374 -4.235 4.891
C 5.914 -4.793 3.814
O 6.631 -5.845 3.817
O 5.604 -4.163 2.740
H 2.903 -3.742 2.376
H 3.914 -2.928 1.168
H 3.134 -1.894 2.331
H 5.443 -2.150 2.977
H 3.408 -3.500 4.582
H 4.597 -2.350 5.105
C 2.461 -2.119 -4.702
C 2.878 -1.037 -5.709
C 4.172 -1.056 -6.535
O 3.675 -0.531 -7.719
C 2.300 -0.620 -7.821
O 1.546 -0.255 -8.716
O 1.867 -1.063 -6.695
H 2.056 -2.989 -5.218
H 1.723 -1.790 -3.970
H 3.260 -2.531 -4.086
H 2.812 -0.037 -5.281
H 4.572 -2.068 -6.582
H 4.843 -0.292 -6.139
C -1.070 0.883 6.807
C -2.146 0.798 5.705
C -3.339 -0.090 6.127
O -4.452 0.673 5.715
C -4.073 1.945 5.447
O -4.876 2.811 5.140
O -2.804 2.035 5.664
H -0.632 -0.105 6.945
H -1.378 1.302 7.765
H -0.285 1.549 6.448
H -1.645 0.492 4.787
H -3.468 -0.302 7.189
H -3.207 -1.004 5.548
C 3.880 -5.809 -0.906
C 2.511 -5.385 -1.400
C 1.372 -5.612 -0.455
O 0.646 -4.443 -0.532
C 1.390 -3.431 -1.114
O 1.044 -2.267 -1.124
O 2.541 -3.942 -1.575
H 3.935 -6.887 -0.756
H 4.197 -5.336 0.023
H 4.644 -5.511 -1.625
H 2.239 -5.792 -2.374
H 1.795 -5.731 0.542
H 0.817 -6.514 -0.717
C -6.926 0.430 1.280
C -5.916 0.542 2.460
C -5.714 -0.676 3.284
O -4.286 -0.831 3.216
C -3.748 -0.052 2.325
O -2.500 0.085 2.046
O -4.688 0.779 1.971
H -7.935 0.280 1.662
H -6.684 -0.443 0.675
H -7.012 1.256 0.574
H -6.146 1.331 3.176
H -6.319 -1.522 2.957
H -6.056 -0.441 4.292
C -5.010 4.297 -2.043
C -4.412 2.945 -2.142
C -4.195 2.405 -0.768
O -4.724 1.165 -0.894
C -5.530 1.063 -1.937
O -6.372 0.175 -2.097
O -5.354 2.119 -2.698
H -4.389 5.112 -1.671
H -5.946 4.375 -1.490
H -5.256 4.514 -3.082
H -3.439 2.902 -2.630
H -4.599 2.992 0.057
H -3.110 2.433 -0.669
*
```

largest force on an atom: 6.158 eV/Å
ΔE to the lowest compared entry with this formula, charge and spin: 2.877 eV
Kohn-Sham gap: 0.1092 hartree

Atom charges from the Mulliken analysis, given in e for atoms 1 to 2: atom 1 (Rb): -1.546, atom 2 (O): -0.232

=====

DFT (the ωB97M-V functional and the def2-TZVPD basis) results for C44H38As2ClN5O8Ti as an isolated structure.

ORCA input file:
```
! wB97M-V def2-TZVPD RIJCOSX def2/J DEFGRID3
* xyz -2 1
Ti -0.418 -0.389 -0.732
O 2.642 -1.922 0.101
Cl 1.612 -1.863 1.136
O 1.638 -3.085 1.919
O 0.246 -1.943 0.374
O 0.951 0.464 -0.602
O -2.135 3.912 -6.157
C -2.209 4.177 -4.942
O -2.536 5.223 -4.356
C -1.890 2.980 -4.005
C -1.532 1.747 -4.530
C -1.222 0.702 -3.680
N -1.261 0.815 -2.352
C -1.669 1.993 -1.840
C -1.967 3.090 -2.619
C -1.829 1.992 -0.337
O -2.119 2.982 0.289
O -1.662 0.786 0.175
H -1.504 1.635 -5.605
H -0.949 -0.270 -4.062
H -2.273 4.020 -2.163
N -2.063 -1.941 -1.160
C -2.839 -2.759 -1.425
C -3.731 -3.764 -1.786
C -3.282 -4.798 -2.639
N -2.911 -5.635 -3.343
C -5.061 -3.754 -1.308
N -6.152 -3.758 -0.928
C 0.775 -2.064 -4.704
As 1.070 -1.789 -2.787
C 1.678 -3.599 -2.423
C 2.714 -0.704 -2.872
C 3.909 -1.396 -3.435
C 4.729 -2.164 -2.606
C 5.829 -2.832 -3.121
C 6.132 -2.748 -4.474
C 5.325 -1.988 -5.307
C 4.225 -1.317 -4.791
H 1.639 -2.576 -5.129
H 0.640 -1.115 -5.222
H -0.113 -2.679 -4.844
H 2.576 -3.816 -3.001
H 0.877 -4.275 -2.725
H 1.877 -3.716 -1.363
H 2.870 -0.381 -1.846
H 2.440 0.175 -3.459
H 4.483 -2.237 -1.552
H 6.453 -3.423 -2.461
H 6.993 -3.270 -4.874
H 5.554 -1.910 -6.363
H 3.603 -0.715 -5.444
N -2.196 -1.439 2.545
C -2.675 -2.698 2.906
C -3.892 -2.844 3.572
C -4.331 -4.098 3.966
C -3.570 -5.229 3.709
C -2.357 -5.084 3.045
C -1.908 -3.837 2.648
H -1.583 -1.467 1.743
H -2.909 -0.738 2.404
H -4.500 -1.968 3.767
H -5.287 -4.190 4.467
H -3.922 -6.208 4.007
H -1.753 -5.956 2.824
H -0.961 -3.731 2.131
C 1.415 6.755 4.143
C 0.477 6.597 3.133
C 0.446 5.422 2.391
C 1.361 4.403 2.645
C 2.295 4.567 3.664
C 2.322 5.737 4.410
As 1.230 2.813 1.498
C 1.878 1.464 2.755
C 3.211 1.166 3.020
C 3.542 0.146 3.903
C 2.544 -0.577 4.543
C 1.211 -0.277 4.300
C 0.884 0.732 3.406
C 2.871 3.122 0.465
C 3.359 4.407 0.244
C 4.462 4.615 -0.575
C 5.093 3.538 -1.180
C 4.616 2.252 -0.962
C 3.510 2.046 -0.150
H 1.437 7.668 4.726
H -0.237 7.385 2.926
H -0.297 5.288 1.612
H 3.003 3.775 3.875
H 3.052 5.856 5.202
H 3.998 1.715 2.516
H 4.583 -0.092 4.082
H 2.804 -1.386 5.214
H 0.424 -0.856 4.768
H -0.160 0.931 3.183
H 2.876 5.256 0.714
H 4.823 5.622 -0.744
H 5.950 3.699 -1.822
H 5.098 1.404 -1.434
H 3.129 1.044 -0.002
*
```

largest force on an atom: 0.433 eV/Å
ΔE to the lowest compared entry with this formula, charge and spin: 0.752 eV
Kohn-Sham gap: 0.2816 hartree

Atom charges from the Mulliken analysis, given in e for atoms 1 to 2: atom 1 (Ti): 0.592, atom 2 (O): -0.630

=====

DFT (the ωB97M-V functional and the def2-TZVPD basis) results for a 7-piece molecular cluster, C26H47ClO8S6 overall in a non-equilibrium geometry.

ORCA input file:
```
! wB97M-V def2-TZVPD RIJCOSX def2/J DEFGRID3
* xyz 0 1
O -0.754 -0.603 8.265
C -1.145 -1.424 7.407
C -1.378 -1.074 5.848
C -2.533 -1.653 5.223
C -2.808 -1.397 3.674
C -2.554 -2.741 2.777
C -1.161 -3.383 3.258
C 0.110 -2.464 3.222
C 1.485 -3.016 3.723
C 1.572 -4.483 4.221
C 0.348 -5.440 4.233
C -1.028 -4.869 3.754
C -3.470 -2.569 6.172
O -4.726 -2.511 6.152
C -2.646 -3.526 7.184
C -1.475 -2.965 7.784
Cl -0.382 -3.896 8.911
H -0.643 -0.433 5.240
H -3.831 -0.916 3.454
H -2.003 -0.649 3.320
H -3.413 -3.453 3.034
H -2.564 -2.439 1.676
H 0.018 -1.371 2.838
H 2.404 -2.343 3.729
H 2.591 -4.861 4.555
H 0.474 -6.518 4.595
H -1.926 -5.568 3.761
H -2.965 -4.600 7.376
C 1.659 1.263 0.867
S 0.454 1.283 2.209
O -0.441 0.092 2.027
C -0.451 2.733 1.627
H 2.317 0.403 1.005
H 1.147 1.176 -0.092
H 2.251 2.178 0.896
H -0.831 2.555 0.619
H 0.211 3.599 1.630
H -1.288 2.915 2.303
C -3.736 1.155 -0.278
S -3.868 1.143 1.523
O -4.582 -0.111 1.913
C -5.055 2.500 1.630
H -3.063 0.351 -0.580
H -4.719 0.992 -0.724
H -3.327 2.112 -0.607
H -5.955 2.253 1.064
H -4.603 3.412 1.236
H -5.316 2.649 2.678
C 0.674 6.486 0.229
S 0.944 5.223 -1.033
O 1.582 4.048 -0.363
C 2.242 6.117 -1.913
H -0.084 6.124 0.924
H 1.603 6.675 0.770
H 0.321 7.404 -0.245
H 3.072 6.330 -1.236
H 1.836 7.047 -2.314
H 2.596 5.493 -2.735
C 3.142 -2.844 -1.910
S 4.252 -1.441 -1.669
O 3.801 -0.719 -0.441
C 3.670 -0.499 -3.096
H 3.304 -3.556 -1.100
H 2.105 -2.505 -1.894
H 3.365 -3.325 -2.864
H 2.599 -0.309 -3.005
H 3.875 -1.059 -4.010
H 4.206 0.450 -3.125
C 1.526 2.671 -4.910
S 0.794 1.410 -3.845
O 0.958 0.093 -4.533
C -0.916 1.936 -4.084
H 2.604 2.513 -4.942
H 1.116 2.590 -5.918
H 1.317 3.661 -4.498
H -1.171 1.901 -5.145
H -1.042 2.950 -3.700
H -1.567 1.256 -3.533
C 3.146 -2.017 -8.867
S 1.359 -1.775 -8.755
O 1.100 -0.306 -8.834
C 1.218 -2.258 -7.021
H 3.470 -1.736 -9.870
H 3.653 -1.388 -8.133
H 3.383 -3.067 -8.691
H 1.847 -1.614 -6.403
H 1.520 -3.301 -6.907
H 0.177 -2.148 -6.715
*
```

largest force on an atom: 4.621 eV/Å
Kohn-Sham gap: 0.2770 hartree

Atom charges from the Mulliken analysis, given in e for atoms 1 to 2: atom 1 (O): -0.544, atom 2 (C): 0.116